(1)
Below is a cluster of 2 separate species, C4H12 in total in a non-equilibrium geometry, with properties calculated with ωB97M-V with the def2-TZVPD basis set.

Summary:
2S+1	1
SMILES	CC.CC
total energy	-159.56272	hartree
E_LUMO	1.16	eV

Geometry (Å):
C1 0.9435 -0.3521 2.1501
C2 -0.3549 0.3514 2.3638
H1 1.8987 0.1531 2.3208
H2 0.9228 -1.3741 2.5455
H3 1.2468 -0.6247 1.1169
H4 -0.6393 0.3983 3.4176
H5 -0.2805 1.3841 2.0152
H6 -1.1967 -0.1393 1.8799
C3 -0.4582 -0.0328 -2.9622
C4 -0.1852 0.1915 -1.4678
H7 0.0356 0.6059 -3.6877
H8 -0.1024 -1.0266 -3.2618
H9 -1.5310 -0.1166 -3.1360
H10 -1.0949 0.1722 -0.8734
H11 0.3669 -0.6667 -1.0860
H12 0.4288 1.0766 -1.3347

=====

(2)
Below is a cluster of 2 separate species, C4H12 in total in a non-equilibrium geometry, with properties calculated with ωB97M-V with the def2-TZVPD basis set.

Summary:
2S+1	1
SMILES	CC.CC
total energy	-159.57995	hartree
E_LUMO	1.13	eV

Geometry (Å):
C1 1.9350 1.5772 -0.0322
C2 0.9160 1.5815 -1.1746
H1 2.9612 1.3543 -0.3357
H2 1.9037 2.5129 0.5372
H3 1.6238 0.8076 0.6802
H4 1.0594 2.3499 -1.9373
H5 0.8518 0.6256 -1.6926
H6 -0.0338 1.8400 -0.7140
C3 -1.0206 -1.4551 -0.0916
C4 -1.8071 -1.7015 1.2011
H7 -0.1671 -2.1325 -0.0990
H8 -1.6311 -1.6708 -0.9660
H9 -0.5902 -0.4501 -0.0515
H10 -2.4880 -0.8828 1.4339
H11 -2.3781 -2.6247 1.1755
H12 -1.1350 -1.7316 2.0668

=====

(3)
Below is a cluster of 2 separate species, C4H12 in total in a non-equilibrium geometry, with properties calculated with ωB97M-V with the def2-TZVPD basis set.

Summary:
2S+1	1
SMILES	CC.CC
total energy	-159.56928	hartree
E_LUMO	1.11	eV

Geometry (Å):
C1 1.2435 0.5808 2.1517
C2 2.2311 1.0492 1.0283
H1 0.4511 1.3210 2.2421
H2 0.7964 -0.3577 1.8308
H3 1.8634 0.4504 3.0378
H4 1.9696 0.4735 0.1493
H5 3.2474 0.8140 1.3261
H6 2.0569 2.0985 0.8013
C3 -0.9924 -1.0461 -1.6309
C4 -2.4761 -0.5988 -1.5251
H7 -0.3754 -0.1858 -1.4419
H8 -0.7371 -1.7514 -0.8450
H9 -0.7889 -1.5390 -2.5786
H10 -3.0377 -1.0324 -0.7053
H11 -2.4857 0.4817 -1.3537
H12 -2.9661 -0.7580 -2.4869

=====

(4)
Below is a cluster of 2 separate species, C4H12 in total in a non-equilibrium geometry, with properties calculated with ωB97M-V with the def2-TZVPD basis set.

Summary:
2S+1	1
SMILES	CC.CC
total energy	-159.54292	hartree
E_LUMO	1.09	eV

Geometry (Å):
C1 0.8560 -2.1809 1.3747
C2 1.4422 -1.9758 -0.0272
H1 -0.1551 -1.8479 1.2663
H2 0.8172 -3.2926 1.4989
H3 1.2857 -1.7177 2.2509
H4 0.8993 -2.8409 -0.4868
H5 2.5601 -1.9743 -0.1240
H6 0.9398 -0.9726 -0.4638
C3 -0.9417 2.6463 -1.2345
C4 -1.2388 1.5710 -0.1298
H7 -1.1822 2.4438 -2.2822
H8 -1.2599 3.6173 -0.8624
H9 0.1564 2.5538 -1.2343
H10 -1.6399 0.6101 -0.4951
H11 -0.4605 1.4463 0.5539
H12 -2.0786 1.9141 0.3955

=====

What are the ΔE to the lowest compared entry with this formula, charge and spin values for these records? In order: 58.4; 13.2; 41.2; 110.4 kJ/mol.